(1)
This record from OMol25 describes a molecular structure, C26H33AlF2NO2Si. The level of theory is ωB97M-V/def2-TZVPD.

LUMO energy ... 2.8 eV
Net charge ... -1
E_tot ... -1947.63066 a.u.

Atoms and positions in Å:
Al -0.15 0.42 -0.19
C 0.40 3.63 -0.97
Si -1.35 3.36 -0.38
C -1.63 4.40 1.15
C -2.52 3.93 -1.74
N -1.52 1.67 -0.07
C -2.72 1.04 0.27
C -3.94 1.65 0.53
C -5.07 0.88 0.82
C -5.01 -0.50 0.84
C -3.80 -1.14 0.59
C -2.70 -0.36 0.33
O -1.43 -0.90 0.09
C -1.27 -2.31 -0.25
C -1.08 -3.23 0.93
C -1.53 -4.61 0.50
C -1.75 -4.95 -0.80
C -1.73 -4.01 -1.88
C -1.59 -2.68 -1.53
H 0.54 4.68 -1.26
H 0.63 3.01 -1.83
H 1.12 3.40 -0.18
H -1.50 5.46 0.93
H -0.90 4.12 1.92
H -2.63 4.26 1.58
H -2.39 5.00 -1.93
H -3.57 3.75 -1.49
H -2.31 3.38 -2.66
H -4.02 2.72 0.52
H -6.01 1.38 1.02
H -5.90 -1.09 1.05
H -3.70 -2.22 0.57
H -1.71 -2.87 1.76
H -1.66 -5.35 1.28
H -2.01 -5.98 -1.01
H -1.92 -4.32 -2.90
H -1.75 -1.88 -2.26
F 1.75 1.71 1.43
C 1.11 0.46 1.39
F 0.42 0.38 2.60
H 1.92 -0.26 1.47
C 3.06 0.30 -2.00
C 1.83 -0.58 -1.87
C 1.61 -1.44 -3.10
O 0.69 0.24 -1.67
H 3.96 -0.31 -2.14
H 3.19 0.91 -1.10
H 2.95 0.98 -2.85
H 1.97 -1.25 -1.02
H 1.45 -0.81 -3.98
H 0.73 -2.08 -2.97
H 2.48 -2.08 -3.28
C 0.35 -3.20 1.54
C 1.46 -3.92 0.80
C 2.54 -4.42 1.52
C 3.61 -5.04 0.89
C 3.61 -5.17 -0.49
C 2.54 -4.69 -1.22
C 1.47 -4.07 -0.59
H 0.63 -2.15 1.69
H 0.29 -3.64 2.55
H 2.54 -4.32 2.60
H 4.44 -5.41 1.48
H 4.45 -5.66 -0.99
H 2.52 -4.81 -2.30
H 0.63 -3.73 -1.18

Results of the Löwdin charge analysis, in e, for atoms 1 through 2: Al 0.229; C -0.163



(2)
This record from OMol25 describes a molecular structure, C26H33Cl3N5O6SSb2Ta. The level of theory is ωB97M-V/def2-TZVPD.

LUMO energy ... -6.3 eV
Net charge ... +2
E_tot ... -4051.58264 a.u.

Atoms and positions in Å:
Ta 0.10 -1.03 0.32
N 2.13 -1.98 3.90
C 3.20 -2.19 2.94
C 2.87 -1.65 1.58
O 3.59 -1.76 0.62
O 1.66 -1.06 1.45
H 2.35 -2.42 4.78
H 1.26 -2.37 3.57
H 3.51 -3.23 2.78
H 4.10 -1.65 3.26
C 2.73 -2.49 -2.82
Sb 1.92 -0.86 -1.75
C 0.89 0.14 -3.32
C 3.71 0.30 -1.61
C 3.68 1.40 -2.61
C 4.28 1.24 -3.85
C 4.24 2.25 -4.80
C 3.57 3.43 -4.51
C 2.97 3.60 -3.27
C 3.02 2.60 -2.31
C 2.50 2.89 -0.93
Sb 1.05 1.69 0.11
C 2.02 1.94 1.97
C -0.41 3.19 0.32
H 1.99 -3.27 -2.98
H 3.57 -2.87 -2.26
H 3.06 -2.08 -3.77
H 1.63 0.57 -3.99
H 0.25 0.93 -2.93
H 0.28 -0.58 -3.85
H 4.48 -0.44 -1.82
H 3.85 0.64 -0.58
H 4.80 0.31 -4.07
H 4.73 2.12 -5.76
H 3.54 4.23 -5.24
H 2.47 4.53 -3.05
H 2.02 3.87 -0.90
H 3.32 2.90 -0.20
H 2.02 3.00 2.22
H 3.05 1.58 1.88
H 1.52 1.37 2.75
H 0.12 4.06 0.71
H -1.18 2.90 1.02
H -0.85 3.44 -0.64
N -6.01 4.11 2.44
C -5.03 3.24 2.14
C -4.70 2.96 0.80
C -3.74 2.03 0.49
C -3.06 1.39 1.53
C -3.36 1.65 2.87
C -4.32 2.58 3.17
S -2.13 0.01 1.15
O -1.60 0.11 -0.28
O -0.79 0.04 1.92
N -2.96 -1.18 1.43
C -3.33 -2.46 1.19
N -4.54 -2.77 1.65
C -5.07 -3.94 1.36
C -4.43 -4.88 0.55
C -3.16 -4.59 0.19
N -2.58 -3.41 0.53
H -6.54 4.56 1.72
H -6.27 4.29 3.39
H -5.22 3.48 0.00
H -3.50 1.82 -0.54
H -2.85 1.13 3.67
H -4.54 2.81 4.20
H -6.05 -4.14 1.79
H -4.90 -5.81 0.27
H -2.56 -5.28 -0.38
Cl 1.45 -3.77 -0.05
C -0.23 -4.44 -0.04
Cl -0.36 -5.65 1.21
Cl -0.54 -5.10 -1.64
C -1.11 -3.16 0.29
O -0.95 -2.28 -0.78
O -0.60 -2.57 1.41

Results of the Löwdin charge analysis, in e, for atoms 1 through 2: Ta 1.458; N 0.029



Respective relative energy (zero: lowest compared OMol25 entry of this formula, charge and spin) values: 0.471, 1.455 eV.
Respective maximum force values: 0.233, 1.907 eV/Å.